Entry 1:
C21H23NO4 | ωB97M-V with the def2-TZVPD basis set

Geometry as XYZ:
```
49
Properties=species:S:1:pos:R:3:forces:R:3:lowdin_charge:R:1
C 4.96506 0.41719 0.28154 0.0 -0.1 0.1 -0.05
C 3.60015 -0.17058 0.47846 0.0 -0.1 -0.1 -0.30
C 3.23769 -1.36214 -0.12825 0.1 0.1 0.1 -0.05
C 1.98321 -1.91978 0.05693 -0.3 -0.2 0.1 -0.02
C 1.05522 -1.27691 0.86442 0.2 0.1 0.0 -0.26
O -0.21340 -1.71272 1.11169 0.0 0.2 0.1 -0.04
C -0.62800 -2.94601 0.57544 -0.1 -0.3 0.0 -0.19
C -2.09723 -3.14957 0.96074 0.2 0.3 -0.2 -0.04
C -2.98112 -2.27235 0.10023 0.1 -0.7 0.1 -0.51
O -3.54026 -2.64273 -0.89958 0.0 0.0 -0.1 0.11
O -3.03197 -1.02903 0.57011 0.1 0.5 0.3 0.03
C -3.81069 -0.07725 -0.14731 -0.5 0.1 -0.3 -0.05
C -3.22400 1.31878 0.03953 -0.3 -0.5 0.0 -0.39
O -3.93316 2.21027 0.46769 -0.1 0.0 0.0 0.08
N -1.91076 1.52588 -0.22352 0.1 0.3 0.3 0.07
C -0.98589 0.83584 -1.01245 0.6 -0.2 -0.5 -0.13
C -1.11474 -0.32891 -1.75152 -0.1 0.0 0.0 0.00
C -0.02798 -0.77720 -2.49029 0.0 0.0 0.0 -0.08
C 1.16792 -0.08486 -2.51271 0.1 0.1 -0.1 -0.09
C 1.28934 1.09976 -1.80190 -0.1 -0.1 -0.1 -0.03
C 0.21583 1.55000 -1.06764 -0.2 0.0 0.0 -0.16
C 0.11230 2.81267 -0.27363 0.0 0.0 -0.1 -0.06
C -1.32734 2.79516 0.25862 -0.1 0.5 0.3 -0.27
C -1.38188 2.86711 1.78084 -0.2 0.1 -0.2 -0.03
C 1.41716 -0.08661 1.49293 -0.1 -0.2 0.0 -0.01
C 2.66856 0.45540 1.29993 0.0 -0.1 0.0 -0.05
H 5.40233 0.07823 -0.65446 0.1 0.0 -0.1 0.07
H 4.92119 1.50420 0.27777 0.1 0.1 0.0 0.07
H 5.62623 0.11220 1.09348 0.1 0.0 0.0 0.08
H 3.94687 -1.87328 -0.76359 0.1 0.0 -0.1 0.11
H 1.74509 -2.84886 -0.43643 -0.1 -0.1 -0.1 0.11
H -0.02279 -3.76293 0.99472 -0.1 0.1 -0.1 0.14
H -0.52293 -2.95389 -0.51795 0.0 0.0 0.1 0.13
H -2.37650 -4.18929 0.79563 0.0 0.1 0.0 0.13
H -2.22289 -2.87842 2.00812 0.0 -0.1 0.0 0.13
H -3.89159 -0.35762 -1.20348 0.0 0.1 0.2 0.13
H -4.82067 -0.05423 0.27795 0.2 0.1 -0.1 0.15
H -2.02375 -0.89911 -1.79806 -0.2 -0.1 0.0 0.09
H -0.13281 -1.68564 -3.06564 0.0 -0.1 -0.1 0.11
H 1.99903 -0.45648 -3.09159 0.1 -0.1 -0.1 0.11
H 2.20756 1.66626 -1.82595 0.1 0.1 0.0 0.12
H 0.83482 2.81383 0.54411 0.0 0.0 0.1 0.11
H 0.30901 3.68724 -0.89593 0.0 0.0 0.1 0.13
H -1.92499 3.61496 -0.15584 0.1 -0.1 0.0 0.15
H -0.87967 3.76947 2.12047 0.1 0.1 0.1 0.09
H -2.41273 2.89416 2.12107 0.0 0.0 0.1 0.07
H -0.89048 1.99946 2.21448 0.1 -0.1 0.1 0.07
H 0.69314 0.38972 2.13446 -0.1 0.1 0.1 0.11
H 2.93254 1.37858 1.79636 0.0 0.1 0.1 0.11
```
Forces are in eV/Å.

HOMO = -8.121 eV
structure (SMILES) = Cc1ccc(OCCC(=O)OCC(=O)N2c3ccccc3C[C@@H]2C)cc1
E_tot = -31831.29975 eV
ΔE to the lowest compared entry with this formula, charge and spin = 1.419 eV
E_LUMO = 0.754 eV
Kohn-Sham gap = 8.88 eV

***

Entry 2:
C34H40FeO6P2Te | ωB97M-V with the def2-TZVPD basis set

Geometry as XYZ:
```
84
Properties=species:S:1:pos:R:3:forces:R:3:lowdin_charge:R:1
Fe -0.02407 0.24956 0.45723 -0.2 0.4 0.3 0.54
O 2.17150 -0.13272 -0.21533 -0.1 0.2 0.3 -0.42
P 3.64847 -0.10836 -0.35825 -0.1 0.0 -0.3 0.78
C 4.35970 1.51872 -0.08457 -0.1 0.0 0.2 -0.27
C 5.67535 1.82668 -0.42489 0.1 0.1 -0.1 -0.09
C 6.17877 3.09296 -0.17352 -0.1 -0.1 0.0 -0.09
C 5.36190 4.05134 0.41933 0.1 0.1 0.0 -0.09
C 4.05364 3.74789 0.75505 -0.1 -0.2 0.0 -0.06
C 3.54181 2.47360 0.50998 0.1 0.3 0.0 -0.05
C 4.10215 -0.57255 -2.04100 0.0 0.0 0.0 -0.26
C 5.30851 -1.17818 -2.37217 0.1 -0.1 -0.2 -0.08
C 5.60067 -1.46154 -3.70285 0.0 0.0 0.2 -0.09
C 4.68183 -1.14518 -4.69312 0.0 0.0 -0.1 -0.09
C 3.47088 -0.55368 -4.36369 0.0 0.0 0.1 -0.07
C 3.18021 -0.26414 -3.03696 -0.1 0.0 -0.2 -0.06
C 4.49934 -1.27644 0.71216 0.0 -0.1 0.1 -0.28
C 5.46706 -0.91986 1.64347 0.0 0.0 0.0 -0.07
C 6.00436 -1.88316 2.49068 0.0 0.1 0.0 -0.08
C 5.56747 -3.19597 2.41562 0.0 -0.1 0.0 -0.08
C 4.58939 -3.55580 1.49442 0.0 0.1 0.0 -0.07
C 4.05673 -2.59920 0.64611 0.0 -0.1 0.0 -0.08
H 6.30315 1.08377 -0.90635 0.0 0.0 0.0 0.10
H 7.19883 3.33514 -0.44454 0.0 0.0 0.0 0.10
H 5.75463 5.04248 0.61469 0.0 0.0 0.0 0.10
H 3.40969 4.49201 1.20687 0.0 0.0 0.0 0.11
H 2.51148 2.25198 0.76268 0.0 -0.1 -0.1 0.08
H 6.01436 -1.44764 -1.59427 0.0 0.0 0.0 0.10
H 6.53776 -1.93925 -3.96030 0.0 0.0 0.0 0.10
H 4.90505 -1.37449 -5.72838 0.0 0.0 0.0 0.10
H 2.74593 -0.32432 -5.13448 0.0 0.0 0.0 0.11
H 2.22807 0.17802 -2.76191 0.0 0.0 0.0 0.10
H 5.78785 0.11152 1.72927 0.0 0.0 0.0 0.10
H 6.75135 -1.59958 3.22150 0.0 0.0 0.0 0.10
H 5.97496 -3.94113 3.08872 0.0 0.0 0.0 0.10
H 4.22692 -4.57484 1.45175 0.0 0.0 0.0 0.11
H 3.27026 -2.87139 -0.05000 0.0 0.0 0.0 0.12
C 1.34472 -1.78986 2.92304 0.0 0.0 -0.1 -0.05
C 1.08470 -0.36073 3.44204 -0.3 0.0 0.1 -0.59
C 2.43209 0.37842 3.42464 0.0 0.1 0.0 -0.07
C 0.08970 0.34466 2.51322 0.7 -0.3 0.1 -0.07
C 0.51447 -0.48327 4.85328 -0.1 -0.1 0.0 -0.18
C 1.17728 -0.10351 6.01662 0.0 0.0 0.0 -0.04
C 0.58406 -0.25220 7.27170 0.0 0.0 -0.1 -0.11
C -0.68655 -0.79318 7.38822 0.1 0.0 -0.1 -0.13
C -1.36261 -1.18108 6.23238 0.1 0.0 0.0 -0.09
C -0.77086 -1.02300 4.99095 0.0 0.0 0.0 -0.04
H 1.74590 -1.73923 1.90645 -0.1 0.0 0.0 0.05
H 0.41430 -2.35875 2.88073 0.0 0.0 0.0 0.08
H 2.06422 -2.32806 3.55532 0.0 0.0 0.0 0.08
H 2.74740 0.46545 2.38373 0.0 0.0 0.1 0.04
H 3.22215 -0.14675 3.98415 -0.1 0.0 -0.1 0.08
H 2.32937 1.39129 3.82501 0.0 0.0 0.0 0.09
H -0.63040 0.95019 3.06858 0.0 0.1 0.0 0.02
H 2.16980 0.32741 5.95459 0.0 0.0 0.0 0.09
H 1.12325 0.06146 8.15930 0.0 0.0 0.0 0.09
H -1.14822 -0.91015 8.36185 0.0 0.0 0.0 0.09
H -2.36175 -1.59701 6.30103 0.0 0.0 0.0 0.09
H -1.31054 -1.29374 4.08880 0.0 0.0 0.0 0.11
C -1.29982 3.99361 -0.60367 0.0 0.1 0.0 -0.01
C -0.79861 2.61263 -0.24212 0.2 0.1 0.1 -0.72
O -1.50530 1.61302 -0.51631 0.1 -0.2 0.1 -0.09
O 0.32763 2.50624 0.31708 0.0 0.0 -0.3 -0.09
H -2.36859 3.97554 -0.80748 0.0 0.0 0.0 0.07
H -0.77307 4.32703 -1.50131 0.0 0.0 0.0 0.08
H -1.07263 4.69696 0.19732 0.0 0.0 0.0 0.07
C -4.84610 0.52013 -0.37971 -0.1 0.1 0.1 -0.08
C -4.75910 -0.98440 -0.25688 0.2 0.1 -0.2 -0.28
O -3.59304 -1.44878 -0.97632 -0.5 0.0 0.0 -0.31
P -2.27955 -1.74072 -0.10630 0.2 -0.1 0.1 0.08
O -2.18377 -0.87299 1.09421 0.0 -0.1 -0.1 -0.37
Te -0.41865 -1.65833 -1.57790 0.0 -0.2 -0.1 0.54
O -2.52053 -3.25386 0.41590 0.0 -0.1 -0.1 -0.29
C -2.67202 -4.33012 -0.50944 0.0 0.1 0.1 -0.33
C -2.75509 -5.60918 0.29041 0.0 -0.1 0.0 -0.09
H -5.69087 0.89928 0.20352 0.0 0.0 0.0 0.07
H -4.97786 0.81627 -1.42163 0.0 0.0 0.0 0.08
H -3.92355 0.97027 -0.01126 0.0 0.0 0.0 0.06
H -5.61433 -1.48541 -0.71041 0.0 0.0 -0.1 0.11
H -4.70264 -1.28108 0.79043 0.1 0.0 0.0 0.11
H -1.81753 -4.34899 -1.18949 0.1 0.0 0.0 0.06
H -3.57519 -4.17759 -1.10705 0.0 0.0 0.0 0.11
H -1.83282 -5.77044 0.85065 0.0 0.0 0.0 0.08
H -2.91228 -6.46225 -0.37465 0.0 0.0 0.0 0.07
H -3.58236 -5.56531 1.00104 0.0 0.0 0.0 0.07
```
Forces are in eV/Å.

HOMO (spin up / spin down) = -2.901 / -4.193 eV
net charge = -1
E_tot = -108455.31121 eV
2S+1 = 6
⟨S²⟩ = 8.76
ΔE to the lowest compared entry with this formula, charge and spin = 0.068 eV
E_LUMO (spin up / spin down) = 2.319 / 2.317 eV
Kohn-Sham gap (spin up / spin down) = 5.22 / 6.51 eV

***

Entry 3:
C5H10O2 | ωB97M-V with the def2-TZVPD basis set

Geometry as XYZ:
```
17
Properties=species:S:1:pos:R:3:forces:R:3:lowdin_charge:R:1
C -1.05734 1.54624 -0.29234 -0.4 -1.7 -0.6 -0.36
C 2.13388 -1.39387 0.65773 -0.4 2.5 0.5 -0.03
C -0.61157 -1.36550 -0.92995 0.0 -0.2 0.1 -0.06
C 0.08504 -0.29370 -0.22924 -4.1 4.7 -1.1 -0.19
C 0.93398 0.32749 0.42280 4.8 -4.7 1.4 0.05
O -0.59047 2.61752 0.47244 0.4 -0.4 0.0 -0.04
O -2.33330 1.14748 0.11985 -0.1 0.0 0.0 -0.05
H -2.24660 0.83072 1.03003 -0.1 0.1 -0.1 0.10
H -1.21903 3.35534 0.39043 0.2 -0.4 0.0 0.10
H -1.10573 1.78166 -1.35793 -0.1 0.0 0.1 0.12
H 1.40939 1.16813 0.88214 -0.5 0.3 -0.1 0.08
H -1.59343 -1.00701 -1.25173 0.1 0.0 0.1 0.08
H 1.61325 -2.10400 1.29450 -0.1 0.1 -0.1 0.01
H 2.95651 -0.89993 1.16949 0.2 -0.4 0.0 0.00
H 2.43930 -1.80128 -0.30222 -0.2 0.2 0.0 0.01
H -0.04905 -1.68894 -1.80867 0.0 0.0 0.1 0.09
H -0.76481 -2.22034 -0.26733 0.1 0.0 -0.1 0.09
```
Forces are in eV/Å.

HOMO = -6.749 eV
E_tot = -9435.89775 eV
ΔE to the lowest compared entry with this formula, charge and spin = 7.145 eV
E_LUMO = 0.821 eV
Kohn-Sham gap = 7.57 eV

***

Entry 4:
C7H23NO5 | ωB97M-V with the def2-TZVPD basis set

Geometry as XYZ:
```
36
Properties=species:S:1:pos:R:3:forces:R:3:lowdin_charge:R:1
C -1.02793 -1.90362 -2.19625 -1.0 -0.7 -0.3 0.04
C -1.82694 -1.15755 -1.44358 1.4 -1.1 1.2 -0.11
C -1.35629 -0.82519 -0.07153 1.5 0.7 0.7 -0.37
N -1.68103 -1.66722 0.97515 -1.3 -0.4 -0.5 0.13
C -0.57920 0.26779 0.15786 -0.7 0.4 0.5 -0.16
C -0.76396 1.19063 1.34064 0.4 -0.2 0.0 -0.20
C 0.44157 1.39067 2.32485 -1.0 0.7 -0.5 -0.25
C 1.83757 1.08232 1.73929 -0.3 0.4 1.4 -0.09
H -1.34229 -2.38986 -3.09327 -0.4 0.4 -0.9 0.05
H -0.10220 -2.30303 -1.83584 0.2 0.3 0.3 0.04
H -2.83402 -0.82314 -1.59839 -0.3 0.0 -0.8 0.10
H -1.99226 -2.58277 0.67092 -0.1 0.3 0.1 0.10
H -1.03536 -1.75082 1.74630 0.1 0.2 -0.2 0.07
H 0.13300 0.59025 -0.56580 -0.4 0.6 -1.3 0.07
H -1.52585 0.67542 1.94147 -0.4 0.9 -0.2 0.10
H -1.12203 2.18089 0.90295 0.2 -1.1 0.8 0.12
H 0.34792 2.40954 2.73584 0.3 -0.3 -0.1 0.10
H 0.14860 0.75374 3.14485 0.6 -0.4 0.5 0.08
H 2.28854 0.29318 2.40518 0.1 0.8 -1.0 0.08
H 2.45235 2.02044 1.74433 -0.3 -1.1 -0.2 0.09
H 1.64162 0.71110 0.73583 0.7 -0.1 0.0 0.01
O -2.81036 1.85724 -1.88902 -0.7 0.7 -1.4 -0.05
H -3.30133 1.64523 -1.09840 0.7 -0.2 0.5 0.04
H -1.86276 1.71960 -1.86486 -0.2 -0.4 1.0 -0.01
O 2.67356 0.30894 -1.74133 -0.1 0.6 0.3 -0.05
H 3.04073 0.55958 -0.88110 0.1 -0.4 -0.1 0.04
H 2.32016 1.16037 -2.03507 -0.1 -0.1 -0.3 0.04
O 0.87871 -2.96636 2.27499 -1.6 -0.1 0.4 -0.04
H 1.37255 -2.27457 2.71103 0.9 -0.3 -0.4 0.04
H 1.31155 -3.52049 1.62226 0.8 0.6 0.1 0.05
O 0.36262 2.85877 -2.76759 1.0 0.4 -0.4 -0.05
H -0.03656 3.31127 -2.01466 -0.4 -0.8 -0.2 0.04
H 0.05954 1.96982 -2.98115 -0.5 0.3 0.6 0.03
O 1.31879 -1.97342 -0.44398 0.8 -0.3 -0.2 -0.09
H 1.09221 -1.58673 0.40498 -0.2 0.2 -0.1 0.00
H 1.47879 -1.23202 -1.05688 0.2 -0.2 0.4 0.01
```
Forces are in eV/Å.

HOMO = -7.548 eV
structure (SMILES) = C=C/C(N)=C/CCC.O.O.O.O.O
E_tot = -19356.93673 eV
ΔE to the lowest compared entry with this formula, charge and spin = 3.020 eV
E_LUMO = 0.359 eV
Kohn-Sham gap = 7.91 eV